Computed, not measured: a 2-piece molecular cluster, C4H13NOS2 overall in a non-equilibrium geometry, with the ωB97M-V functional and the def2-TZVPD basis.

Structure (XYZ):
```
21
Properties=species:S:1:pos:R:3:lowdin_spin:R:1
S 2.923 -0.076 -1.325 0.349
S 1.555 1.194 -0.587 0.527
C 0.940 0.563 0.995 0.064
C 0.197 -0.756 0.934 0.008
N -1.020 -0.596 0.137 0.006
C -2.063 -1.605 0.505 0.001
C -3.329 -1.345 -0.286 0.000
H 2.069 -1.129 -1.331 0.027
H 0.137 1.315 1.041 -0.001
H 1.596 0.725 1.848 0.017
H -0.063 -1.173 1.903 0.000
H 0.800 -1.560 0.481 0.000
H -0.885 -0.786 -0.852 0.003
H -1.651 -2.574 0.209 0.000
H -2.277 -1.510 1.563 0.000
H -3.646 -0.308 -0.302 0.000
H -4.158 -1.962 0.060 0.000
H -3.204 -1.689 -1.318 0.000
H -3.768 1.631 1.109 0.000
H -2.365 1.166 0.828 0.000
O -2.903 1.557 1.532 0.000
```

**Orbital gap (spin up / spin down)**: 0.325 / 0.176 hartree
**Charge**: +1
**⟨S²⟩**: 0.755
**Multiplicity**: 2
**Energy above the lowest of the compared OMol25 structures with the same formula, charge and spin**: 58.7 kJ/mol

---

Computed, not measured: a 3-piece molecular cluster, C4H13NOS2 overall in a non-equilibrium geometry, with the ωB97M-V functional and the def2-TZVPD basis.

Structure (XYZ):
```
21
Properties=species:S:1:pos:R:3:lowdin_spin:R:1
N 0.711 -0.669 -3.057 -0.235
C 0.773 -1.541 -1.816 -0.029
C -0.569 -1.628 -1.136 0.027
S -0.485 -2.130 0.509 0.659
S 0.435 1.766 -0.666 0.488
C -0.184 1.707 1.065 0.060
C -0.891 2.985 1.589 0.005
H 1.361 -0.981 -3.795 -0.006
H 0.791 0.314 -2.772 -0.006
H 1.177 -2.580 -1.886 -0.003
H 1.401 -0.940 -1.057 -0.008
H -1.378 -2.248 -1.689 0.023
H -0.780 -0.527 -1.278 -0.019
H 0.763 1.621 1.774 0.044
H -0.745 0.816 1.380 -0.013
H -1.829 3.268 1.058 0.001
H -1.247 3.055 2.726 -0.001
H -0.223 3.925 1.236 -0.001
H -0.029 -1.016 2.239 0.005
H 0.792 -0.718 3.571 0.000
O 0.124 -0.326 3.023 0.010
```

**Orbital gap (spin up / spin down)**: 0.159 / 0.248 hartree
**Charge**: +1
**⟨S²⟩**: 1.737
**Multiplicity**: 2
**Energy above the lowest of the compared OMol25 structures with the same formula, charge and spin**: 492.7 kJ/mol

---

Computed, not measured: a 2-piece molecular cluster, C4H13NS overall in a non-equilibrium geometry, with the ωB97M-V functional and the def2-TZVPD basis.

Structure (XYZ):
```
19
Properties=species:S:1:pos:R:3:lowdin_spin:R:1
C -1.996 -0.111 1.940 0.004
C -2.007 -0.465 0.439 0.004
S -0.650 -1.588 -0.049 0.052
H -2.368 0.907 2.086 0.000
H -1.060 -0.308 2.462 0.002
H -2.723 -0.754 2.443 0.000
H -1.895 0.477 -0.107 0.000
H -2.981 -0.884 0.166 0.001
C 0.844 1.589 -1.543 0.029
C 2.249 1.456 -1.026 0.222
N 2.296 0.467 0.092 0.171
H 0.556 0.670 -2.047 0.003
H 0.092 1.853 -0.809 0.007
H 0.775 2.316 -2.359 0.008
H 2.884 1.054 -1.805 0.051
H 2.706 2.363 -0.634 0.091
H 2.304 -0.495 -0.266 0.060
H 1.497 0.606 0.725 0.058
H 3.187 0.671 0.659 0.237
```

**Orbital gap (spin up / spin down)**: 0.154 / 0.245 hartree
**Charge**: -1
**⟨S²⟩**: 0.751
**Multiplicity**: 2
**Energy above the lowest of the compared OMol25 structures with the same formula, charge and spin**: 67.2 kJ/mol

---

Computed, not measured: a 2-piece molecular cluster, C4H13NS overall in a non-equilibrium geometry, with the ωB97M-V functional and the def2-TZVPD basis.

Structure (XYZ):
```
19
Properties=species:S:1:pos:R:3:mulliken_charge:R:1
C -2.161 1.927 0.447 -0.873
C -1.981 1.103 -0.944 -0.338
N -1.871 -0.326 -0.786 -0.545
H -1.595 1.370 1.191 0.253
H -2.003 2.998 0.414 0.330
H -3.372 1.916 0.685 0.214
H -2.911 1.261 -1.546 0.334
H -1.096 1.477 -1.528 0.212
H -2.805 -0.682 -0.501 0.263
H -1.349 -0.557 0.064 0.138
C 1.999 0.181 -0.766 -0.764
S 1.344 -0.322 0.796 -0.090
C 1.481 -2.135 0.539 -0.837
H 1.873 1.266 -0.774 0.288
H 1.355 -0.286 -1.595 0.233
H 3.061 -0.161 -0.882 0.326
H 0.966 -2.810 1.428 0.265
H 0.899 -2.411 -0.387 0.262
H 2.541 -2.408 0.543 0.331
```

**Orbital gap**: 0.351 hartree
**Charge**: 0
**SMILES string**: CCN.CSC
**Energy above the lowest of the compared OMol25 structures with the same formula, charge and spin**: 111.9 kJ/mol

---

Computed, not measured: a 2-piece molecular cluster, C4H13NS overall in a non-equilibrium geometry, with the ωB97M-V functional and the def2-TZVPD basis.

Structure (XYZ):
```
19
Properties=species:S:1:pos:R:3:mulliken_charge:R:1
C 1.924 -1.741 -0.789 -0.563
N 2.199 -0.608 -1.674 -0.417
C 0.882 -0.079 -2.155 -0.605
H 1.206 -2.636 -1.128 0.243
H 2.870 -2.271 -0.348 0.290
H 1.450 -1.381 0.108 0.079
H 2.766 -0.928 -2.547 0.263
H 1.033 0.808 -2.820 0.270
H 0.253 0.166 -1.288 0.109
H 0.567 -0.818 -2.889 0.332
C -3.097 1.076 1.407 -0.842
S -1.898 0.099 2.508 -0.070
C -0.271 1.074 1.934 -0.455
H -2.705 1.287 0.477 0.312
H -3.328 1.985 1.972 0.275
H -3.896 0.357 1.360 0.294
H -0.639 2.091 1.554 0.282
H 0.319 1.205 2.868 0.323
H 0.367 0.314 1.451 -0.120
```

**Orbital gap**: 0.349 hartree
**Charge**: 0
**SMILES string**: CNC.CSC
**Energy above the lowest of the compared OMol25 structures with the same formula, charge and spin**: 198.8 kJ/mol

---

Computed, not measured: a 2-piece molecular cluster, C4H13NSi overall in a non-equilibrium geometry, with the ωB97M-V functional and the def2-TZVPD basis.

Structure (XYZ):
```
19
Properties=species:S:1:pos:R:3:mulliken_charge:R:1
C 0.568 -1.484 0.235 -1.011
C 2.397 0.201 0.432 -1.341
C 0.611 0.460 -1.094 -1.164
C 0.859 0.023 0.208 0.698
N -2.919 1.316 0.573 -0.376
Si -2.689 0.250 -0.738 0.249
H 1.257 -1.933 -0.499 0.318
H -0.485 -1.694 -0.129 0.144
H 0.700 -1.972 1.183 0.345
H 2.818 1.246 0.294 0.331
H 2.859 -0.532 -0.207 0.367
H 2.622 -0.024 1.439 0.386
H 0.460 1.454 -1.415 0.405
H 1.172 -0.060 -1.897 0.281
H 0.163 0.714 0.911 0.136
H -3.533 2.065 0.643 0.232
H -2.771 0.849 1.387 0.205
H -3.187 0.811 -1.973 -0.125
H -3.240 -1.167 -0.504 -0.079
```

**Orbital gap (spin up / spin down)**: 0.277 / 0.288 hartree
**Charge**: 0
**Energy above the lowest of the compared OMol25 structures with the same formula, charge and spin**: 417.7 kJ/mol

---

Total energy for every record listed, in sequence, given in hartree: -1086.23355 -1086.06826 -613.05741 -613.08638 -613.05329 -504.30309.